Entry 1:
Molecular formula: C5H6O2
Method: DFT, ωB97M-V with the def2-TZVPD basis set

ORCA input file:
```
! wB97M-V def2-TZVPD RIJCOSX def2/J DEFGRID3
* xyz 0 1
C 2.20403 1.23794 -0.23512
O 0.77965 1.08099 -0.04893
C 0.23421 -0.12126 -0.02732
O 0.75374 -1.08619 -0.56885
C -1.24957 -0.09833 0.45941
C -1.81474 -1.47585 0.69775
C -2.17999 -0.88330 -0.45793
H 2.23704 2.21474 0.04383
H 2.41226 1.03328 -1.28701
H 2.68283 0.51351 0.44196
H -1.67770 0.67688 1.13068
H -1.99180 -2.28728 1.38934
H -2.38995 -0.80513 -1.53783
*
```

Values from the calculation:
* LUMO energy: 1.0 eV
* HOMO-LUMO gap: 10.573 eV
* SMILES: COC(=O)C1C=C1
* energy relative to the best compared isomer or geometry (same formula, charge and spin): 3.206 eV
* HOMO energy: -0.3513 hartree
* calculated total energy: -9373.88968 eV

=====

Entry 2:
Molecular formula: C2H7NOS
Method: DFT, ωB97M-V with the def2-TZVPD basis set

ORCA input file:
```
! wB97M-V def2-TZVPD RIJCOSX def2/J DEFGRID3
* xyz 0 1
C -1.49560 -0.62278 0.78345
C 1.99043 0.78811 -0.17259
N -0.69341 -0.62413 -0.41181
O 0.17427 -1.62150 -0.49672
S 0.47787 1.33491 0.03463
H -1.30077 0.42291 1.23930
H -2.53425 -0.97032 0.80507
H -1.02993 -1.34904 1.43365
H 2.63123 0.24415 0.50790
H 2.44386 0.80933 -1.21871
H -1.08344 -0.42578 -1.26031
H 0.41974 2.01413 -1.24386
*
```

Values from the calculation:
* LUMO energy (spin up / spin down): 0.3 / 0.4 eV
* HOMO-LUMO gap (spin up / spin down): 8.235 / 7.426 eV
* energy relative to the best compared isomer or geometry (same formula, charge and spin): 6.173 eV
* HOMO energy (spin up / spin down): -0.2898 / -0.2587 hartree
* calculated total energy: -16554.59912 eV

=====

Entry 3:
Molecular formula: C2H4N2O2
Method: DFT, ωB97M-V with the def2-TZVPD basis set

ORCA input file:
```
! wB97M-V def2-TZVPD RIJCOSX def2/J DEFGRID3
* xyz 0 1
C 1.88755 0.16006 0.25797
N 0.63492 -0.14953 -0.42007
N -0.34233 0.52563 0.04868
C -1.46277 -0.19410 -0.20800
O -1.45706 -1.32354 -0.72212
O -2.61877 0.44452 0.04319
H 2.65037 -0.56003 -0.04752
H 1.77915 0.13279 1.34672
H 2.22349 1.15830 -0.04486
H -3.29456 -0.19410 -0.25399
*
```

Values from the calculation:
* LUMO energy: -1.0 eV
* HOMO-LUMO gap: 9.096 eV
* SMILES: C/N=N/C(=O)O
* energy relative to the best compared isomer or geometry (same formula, charge and spin): 3.191 eV
* HOMO energy: -0.3728 hartree
* calculated total energy: -9212.03143 eV

=====

Entry 4:
Molecular formula: C26H26N7PdS3
Method: DFT, ωB97M-V with the def2-TZVPD basis set

ORCA input file:
```
! wB97M-V def2-TZVPD RIJCOSX def2/J DEFGRID3
* xyz -1 1
Pd 1.15584 2.43319 -0.35661
N 2.96891 -2.05164 0.84982
C 2.20808 -1.11628 1.44216
N 1.83273 -0.22156 0.56594
C 2.39633 -0.66570 -0.58620
N 3.09214 -1.78473 -0.46295
C 2.28556 0.00728 -1.89235
C 3.16913 -0.31002 -2.92242
N 3.09246 0.25692 -4.11910
C 2.11996 1.14761 -4.28559
C 1.24299 1.48057 -3.26627
N 1.33081 0.92169 -2.06313
H 3.41900 -2.85555 1.24892
H 1.96125 -1.12886 2.49159
H 3.95399 -1.03623 -2.75634
H 2.03556 1.62288 -5.25590
H 0.45865 2.21529 -3.39777
C -1.12092 -4.93599 -1.50767
C -0.64982 -4.74808 -0.05837
C 0.88203 -4.67687 -0.03985
C -1.07944 -5.97518 0.74561
C -1.24400 -3.44892 0.49266
C -2.15888 -3.44133 1.55659
C -2.74411 -2.27086 2.01019
C -2.41118 -1.07316 1.39336
S -2.98477 0.53345 1.67263
C -1.94127 1.11050 0.35576
N -1.24129 0.19334 -0.21360
C -1.48320 -1.04936 0.34190
C -0.90774 -2.23886 -0.10019
C -1.96423 2.54233 -0.00154
C -3.20126 3.19482 0.07866
C -3.32847 4.51145 -0.32143
C -2.20064 5.16903 -0.80337
C -0.97322 4.52440 -0.83522
C -0.77962 3.19072 -0.41968
H -0.72134 -5.86663 -1.91946
H -0.78756 -4.11301 -2.14088
H -2.21098 -4.97405 -1.55806
H 1.30707 -5.58063 -0.48518
H 1.25267 -4.59230 0.98480
H 1.24963 -3.82055 -0.60412
H -0.62817 -6.86907 0.30915
H -2.16266 -6.11089 0.73215
H -0.75616 -5.91180 1.78686
H -2.42943 -4.36746 2.04417
H -3.45311 -2.29847 2.82834
H -0.21045 -2.18503 -0.92795
H -4.08157 2.66259 0.42543
H -4.28909 5.00992 -0.27006
H -2.27507 6.19934 -1.13773
H -0.10729 5.09167 -1.15769
S 3.47152 2.86268 0.19709
C 2.10990 3.68051 0.92391
N 1.79319 3.46191 2.31527
C 0.54531 4.15226 2.60805
C 0.68506 5.57297 2.03188
S 1.96016 5.47033 0.73822
H 1.73576 2.46300 2.47705
H 0.38207 4.18296 3.68767
H -0.31333 3.66646 2.13003
H 1.00586 6.28403 2.79318
H -0.26332 5.90295 1.60764
*
```

Values from the calculation:
* LUMO energy: 2.3 eV
* HOMO-LUMO gap: 5.780 eV
* HOMO energy: -0.1286 hartree
* calculated total energy: -73802.43062 eV